Record 1
Here is an isolated ion of composition C5H12N2O and charge -1 from the OMol25 dataset. Energies are from wB97M-V/def2-TZVPD.

Element x y z (Å)
O -0.737 2.211 0.541
N 1.647 0.949 0.701
N 0.192 -2.418 0.740
C 0.926 0.798 -0.560
C -1.654 -0.924 0.491
C -0.373 -1.254 0.218
C 0.451 -0.640 -0.876
C -0.188 1.862 -0.735
H -0.124 -0.581 -1.809
H 1.445 1.877 1.060
H 1.714 0.933 -1.319
H -1.156 1.412 0.890
H -0.941 1.461 -1.405
H 1.397 0.309 1.443
H 0.235 2.812 -1.065
H 0.633 -3.042 0.064
H 1.341 -1.209 -0.999
H -2.292 -1.547 1.114
H -0.336 -2.939 1.423
H -2.181 -0.070 0.084

Results
**HOMO level (spin up / spin down)**: 1.057 / -4.347 eV
**Frontier orbital gap (spin up / spin down)**: 2.88 / 8.19 eV
**LUMO level (spin up / spin down)**: 3.94 / 3.85 eV
**Spin multiplicity**: 2
**Net charge**: -1

Here are the Mulliken charges for atoms 1 to 4, given in e: atom 1 (O): -0.27, atom 2 (N): -0.86, atom 3 (N): -0.99, atom 4 (C): 0.25


Record 2
Here is a single C5H12N2O molecule from the OMol25 dataset. Energies are from wB97M-V/def2-TZVPD.

Element x y z (Å)
O -0.689 0.946 -2.287
N 1.977 0.970 1.680
N -0.656 -0.464 -0.530
C -2.746 0.664 -1.056
C 0.712 0.269 1.329
C 0.744 -0.251 -0.124
C 1.449 -1.611 -0.128
C -1.293 0.414 -1.378
H 0.692 -0.539 2.041
H -0.156 0.903 1.461
H 1.857 1.925 1.973
H 1.715 -1.895 -1.142
H -2.766 0.868 0.012
H 0.768 -2.381 0.243
H -1.207 -1.027 0.097
H 2.297 -1.630 0.538
H -3.098 1.582 -1.530
H 1.186 0.485 -0.776
H 2.670 0.859 0.958
H -3.456 -0.090 -1.382

Results
**SMILES string**: CC(=O)N[C@H](C)CN
**HOMO level**: -8.983 eV
**Frontier orbital gap**: 9.86 eV
**LUMO level**: 0.88 eV
**Spin multiplicity**: 1
**Net charge**: 0

Here are the Mulliken charges for atoms 1 to 4, given in e: atom 1 (O): -0.61, atom 2 (N): -0.54, atom 3 (N): -0.27, atom 4 (C): -1.08


Record 3
Here is a single C5H12N2O molecule from the OMol25 dataset. Energies are from wB97M-V/def2-TZVPD.

Element x y z (Å)
O -1.303 -0.707 1.683
N 1.005 0.709 2.249
N 1.078 -1.203 -0.580
C -0.951 -0.550 -1.870
C -0.744 0.002 0.598
C 1.068 1.823 0.144
C -0.347 -1.019 -0.462
C 0.516 0.818 1.098
H 1.312 -1.798 -1.366
H -2.023 -0.370 -1.824
H -1.747 -0.082 2.269
H -0.432 0.348 -2.192
H 1.465 -1.601 0.267
H 0.277 2.430 -0.291
H 1.776 2.463 0.663
H 0.557 0.005 2.837
H -0.857 -1.960 -0.190
H -1.466 0.736 0.211
H 1.590 1.299 -0.654
H -0.774 -1.346 -2.591

Results
**SMILES string**: [H]/N=C(/C)[C@H](O)[C@@H](C)N
**HOMO level**: -9.335 eV
**Frontier orbital gap**: 10.15 eV
**LUMO level**: 0.81 eV
**Spin multiplicity**: 1
**Net charge**: 0

Here are the Mulliken charges for atoms 1 to 4, given in e: atom 1 (O): -0.62, atom 2 (N): -0.79, atom 3 (N): -0.57, atom 4 (C): -1.44


Record 4
Here is a single C5H12N2O molecule from the OMol25 dataset. Energies are from wB97M-V/def2-TZVPD.

Element x y z (Å)
O -3.233 -1.294 -0.208
N -1.055 -0.619 -0.247
N 0.006 -0.030 0.452
C 0.419 1.271 -0.124
C -0.715 2.259 -0.077
C 1.787 -1.531 -0.497
C 1.054 -1.016 0.779
C -2.285 -0.739 0.326
H -1.034 2.394 0.963
H -0.380 3.257 -0.398
H 1.068 -2.160 -1.049
H 2.134 -0.695 -1.154
H 2.639 -2.111 -0.272
H 1.788 -0.611 1.452
H 0.819 1.094 -1.168
H -2.297 -0.364 1.352
H 1.226 1.680 0.484
H -1.599 1.971 -0.689
H 0.549 -1.863 1.268
H -0.891 -0.893 -1.191

Results
**SMILES string**: CCN(CC)NC=O
**HOMO level**: -9.313 eV
**Frontier orbital gap**: 10.21 eV
**LUMO level**: 0.89 eV
**Spin multiplicity**: 1
**Net charge**: 0

Here are the Mulliken charges for atoms 1 to 4, given in e: atom 1 (O): -0.59, atom 2 (N): -0.14, atom 3 (N): 0.03, atom 4 (C): -0.25


Record 5
Here is a single C5H12N2O molecule from the OMol25 dataset. Energies are from wB97M-V/def2-TZVPD.

Element x y z (Å)
O -1.229 1.413 1.236
N 0.004 -1.909 1.093
N 0.356 0.601 -0.189
C -0.687 0.469 0.723
C 1.368 -1.198 -1.675
C 0.231 -0.216 -1.416
C 0.748 2.005 -0.424
C -1.105 -0.929 1.128
H 1.095 2.138 -1.465
H -0.098 2.676 -0.298
H -0.285 -2.747 1.598
H 0.142 0.481 -2.275
H -1.569 -0.840 2.109
H 1.551 -1.827 -0.814
H -1.837 -1.278 0.404
H 0.799 -1.517 1.570
H 2.280 -0.640 -1.931
H 1.503 2.278 0.300
H -0.689 -0.791 -1.431
H 1.140 -1.682 -2.629

Results
**SMILES string**: CCN(C)C(=O)CN
**HOMO level**: -9.325 eV
**Frontier orbital gap**: 10.33 eV
**LUMO level**: 1.00 eV
**Spin multiplicity**: 1
**Net charge**: 0

Here are the Mulliken charges for atoms 1 to 4, given in e: atom 1 (O): -0.61, atom 2 (N): -0.48, atom 3 (N): 0.11, atom 4 (C): 0.67


Record 6
Here is C5H12N2O as an isolated structure from the OMol25 dataset. Energies are from wB97M-V/def2-TZVPD.

Element x y z (Å)
O -2.500 0.399 1.371
N -1.582 -0.050 -0.930
N 3.288 0.565 0.070
C -0.005 0.527 0.993
C -2.969 0.070 -1.187
C 0.854 -0.312 -0.052
C -1.496 0.171 0.549
C 2.345 -0.535 0.289
H 2.691 -1.488 -0.147
H 2.342 -0.683 1.407
H -1.454 -0.903 0.021
H -3.390 1.122 -1.037
H 0.540 0.168 -1.028
H -3.015 -0.229 -2.282
H 0.186 0.037 2.023
H 0.339 -1.332 0.014
H 3.041 1.126 -0.719
H 4.306 0.382 0.112
H 0.112 1.602 1.174
H -3.633 -0.639 -0.640

Results
**HOMO level**: -9.028 eV
**Frontier orbital gap**: 8.76 eV
**LUMO level**: -0.27 eV
**Spin multiplicity**: 1
**Net charge**: 0

Here are the Mulliken charges for atoms 1 to 4, given in e: atom 1 (O): -0.63, atom 2 (N): -0.30, atom 3 (N): -0.49, atom 4 (C): -0.18


Record 7
Here is a single C5H12N2O molecule from the OMol25 dataset. Energies are from wB97M-V/def2-TZVPD.

Element x y z (Å)
O -0.399 0.372 1.378
N -0.288 -2.396 0.616
N 1.963 -2.132 0.727
C -0.249 0.631 -0.003
C 0.502 2.028 -0.211
C 0.849 -1.702 0.303
C 0.642 -0.437 -0.631
C -1.624 0.701 -0.675
H 0.775 2.187 -1.251
H -2.226 1.488 -0.221
H -1.133 -1.850 0.658
H -2.155 -0.241 -0.553
H -0.157 2.844 0.084
H -1.521 0.914 -1.735
H -0.827 1.129 1.793
H -0.141 -3.144 1.278
H 1.388 2.050 0.419
H 1.637 -0.054 -0.854
H 2.766 -1.584 0.434
H 0.197 -0.804 -1.555

Results
**SMILES string**: [H]/N=C(/N)CC(C)(C)O
**HOMO level**: -8.895 eV
**Frontier orbital gap**: 9.59 eV
**LUMO level**: 0.70 eV
**Spin multiplicity**: 1
**Net charge**: 0

Here are the Mulliken charges for atoms 1 to 4, given in e: atom 1 (O): -0.57, atom 2 (N): -0.45, atom 3 (N): -0.86, atom 4 (C): 1.35


Record 8
Here is a single C5H12N2O molecule from the OMol25 dataset. Energies are from wB97M-V/def2-TZVPD.

Element x y z (Å)
O -0.758 1.806 1.027
N 0.379 1.130 -1.125
N -0.423 -0.768 1.304
C 0.950 -0.014 -0.595
C -0.140 2.152 -0.300
C -1.773 -0.911 1.771
C 1.843 -0.604 -1.725
C -0.063 -1.105 -0.077
H -0.613 0.823 1.292
H -1.941 0.021 2.375
H 2.751 0.061 -1.849
H -0.812 2.768 -0.939
H 2.137 -1.696 -1.422
H -0.876 -1.301 -0.795
H 1.587 0.117 0.393
H 0.410 -2.066 -0.153
H 0.704 2.864 0.116
H -1.899 -1.826 2.426
H -2.652 -1.057 1.043
H 1.190 -0.395 -2.768

Results
**HOMO level**: -7.919 eV
**Frontier orbital gap**: 5.31 eV
**LUMO level**: -2.61 eV
**Spin multiplicity**: 1
**Net charge**: 0

Here are the Mulliken charges for atoms 1 to 4, given in e: atom 1 (O): -0.52, atom 2 (N): -0.39, atom 3 (N): -0.54, atom 4 (C): 0.51


Record 9
Here is a single C5H12N2O molecule from the OMol25 dataset. Energies are from wB97M-V/def2-TZVPD.

Element x y z (Å)
O -1.963 1.328 -2.619
N -1.791 0.246 -2.046
N 1.306 -0.435 0.028
C 1.966 0.100 1.207
C -0.957 -1.298 0.421
C -0.579 1.180 0.575
C -0.357 0.026 -1.674
C -0.138 -0.116 -0.140
H -0.058 -0.889 -2.200
H 0.241 0.854 -2.076
H -0.730 -1.475 1.478
H -1.641 1.390 0.407
H 1.471 -0.203 2.134
H 1.444 -1.446 -0.002
H 2.037 1.192 1.163
H -2.035 -1.113 0.350
H -0.747 -2.226 -0.125
H -0.450 1.111 1.661
H -0.012 2.047 0.216
H 2.994 -0.275 1.243

Results
**SMILES string**: CNC(C)(C)CN=O
**HOMO level**: -8.857 eV
**Frontier orbital gap**: 8.83 eV
**LUMO level**: -0.03 eV
**Spin multiplicity**: 1
**Net charge**: 0

Here are the Mulliken charges for atoms 1 to 4, given in e: atom 1 (O): -0.32, atom 2 (N): 0.00, atom 3 (N): -0.34, atom 4 (C): -0.86


Record 10
Here is a single C5H12N2O molecule from the OMol25 dataset. Energies are from wB97M-V/def2-TZVPD.

Element x y z (Å)
O -3.331 -0.117 -2.688
N 0.760 0.846 0.960
N -1.190 0.504 -2.271
C -2.354 -0.128 -1.974
C 1.749 -1.503 1.170
C 1.135 -0.281 1.879
C -0.516 0.529 0.235
C -0.139 0.720 -1.248
H -1.125 1.326 -2.863
H 1.541 -1.408 0.087
H 0.759 0.084 -1.418
H 0.139 1.807 -1.331
H 1.339 -2.417 1.611
H -0.865 -0.475 0.538
H -1.292 1.271 0.542
H 0.339 -0.587 2.545
H -2.286 -0.708 -1.031
H 0.595 1.675 1.514
H 1.930 0.239 2.452
H 2.812 -1.375 1.293

Results
**SMILES string**: CCNCCNC=O
**HOMO level**: -9.451 eV
**Frontier orbital gap**: 10.29 eV
**LUMO level**: 0.84 eV
**Spin multiplicity**: 1
**Net charge**: 0

Here are the Mulliken charges for atoms 1 to 4, given in e: atom 1 (O): -0.56, atom 2 (N): -0.38, atom 3 (N): -0.15, atom 4 (C): 0.11


Which formula does entry 5 have?
C5H12N2O


Look up the spin multiplicity of the sixth one.
1